Record 1
Entry from OMol25: a cluster of 13 separate species, C29H88N4O13 in total at a distorted geometry (ωB97M-V with the def2-TZVPD basis set).

Structure (XYZ):
```
134
Properties=species:S:1:pos:R:3:forces:R:3
C 0.585147 -0.699564 1.433778 0.3 -1.3 0.8
C 0.386964 0.602076 0.706822 -0.9 -1.2 -0.2
O 1.031452 1.680372 1.305244 -1.3 0.9 -0.1
H 1.623401 -0.911877 1.688830 0.3 0.2 -0.3
H 0.247726 -1.565920 0.864843 -0.1 0.1 -0.5
H 0.063606 -0.831990 2.381707 -0.1 0.6 0.1
H -0.688434 0.768473 0.644119 -0.1 0.5 0.2
H 0.662100 0.404775 -0.329261 0.5 0.4 -0.4
H 1.972271 1.489880 1.317842 1.3 -0.4 0.0
C -1.280501 -2.291050 5.860412 0.3 0.3 -1.6
C -0.609526 -3.299615 4.889293 0.5 0.0 2.3
O -1.555930 -4.069406 4.189069 -0.3 -0.3 -0.5
H -0.581893 -1.550142 6.249121 0.3 -0.3 0.2
H -1.825409 -2.781117 6.667271 0.0 0.0 -0.2
H -1.935680 -1.707853 5.213328 -0.6 0.1 0.3
H -0.102597 -4.011460 5.540751 0.7 0.1 -0.1
H 0.142230 -2.866146 4.229693 -0.3 0.2 -0.1
H -1.616291 -4.889165 4.684997 -0.4 -0.1 -0.4
C 4.439940 -2.988866 0.483169 0.0 -0.9 1.0
C 5.362424 -2.522719 1.655912 -0.8 -2.3 -2.9
O 5.516604 -1.150505 1.485644 0.4 1.2 1.2
H 3.433686 -2.588514 0.606733 0.1 0.3 -0.2
H 4.334573 -4.073533 0.505879 -0.1 -0.1 0.1
H 4.861236 -2.774961 -0.499098 0.0 0.4 0.1
H 6.274935 -3.090788 1.475015 0.5 0.3 0.3
H 4.983870 -2.930132 2.593356 -0.2 1.1 0.3
H 6.143739 -1.010518 0.772401 0.1 0.0 0.0
C 0.697807 -0.367781 -3.813758 0.0 -0.8 -0.3
C 2.211894 -0.403012 -3.692609 -0.8 1.5 0.4
O 2.806592 -1.169080 -4.703871 -0.1 -0.5 -0.2
H 0.395958 -0.084299 -4.822035 0.1 0.0 -0.1
H 0.246211 0.373240 -3.154188 0.3 -0.1 0.2
H 0.295558 -1.359043 -3.604757 -0.3 0.0 0.0
H 2.483844 -0.689856 -2.676809 0.2 -0.5 0.0
H 2.479213 0.649851 -3.782677 0.6 0.2 -0.1
H 3.751138 -0.998050 -4.717883 0.0 0.0 0.0
C -2.630045 -1.648864 1.889282 0.9 -0.8 0.5
O -3.371440 -2.569664 2.678794 -0.9 0.8 -0.6
H -2.016906 -1.002197 2.516964 -0.2 0.4 0.2
H -1.897025 -2.196804 1.297209 -0.1 0.0 -0.4
H -3.242844 -1.043240 1.221597 -0.3 -0.2 0.3
H -2.765253 -3.119041 3.181106 0.3 -0.2 0.1
C 1.683316 -4.442139 2.316732 -0.6 -0.1 1.2
O 2.283494 -5.451984 1.552392 0.3 0.5 0.1
H 1.974997 -4.556868 3.360696 0.1 -0.2 0.1
H 1.921334 -3.402500 2.091813 0.3 0.1 -0.6
H 0.596670 -4.527537 2.312782 -0.3 0.0 -0.1
H 1.959190 -5.297544 0.662122 0.0 -0.5 -0.6
C 3.050023 -0.310604 4.553914 1.0 0.6 -0.4
O 1.954165 -0.637242 5.367179 -0.1 -0.3 -0.2
H 2.823786 0.134618 3.585054 -0.7 0.0 -0.1
H 3.692374 0.418435 5.047865 0.2 0.0 0.2
H 3.674910 -1.164959 4.293695 -0.3 -0.4 0.5
H 1.529908 0.191958 5.599603 -0.2 0.0 0.0
C 1.055984 -3.966430 -1.604570 -0.9 1.2 -0.5
O 1.158793 -5.217360 -1.025221 0.3 -1.4 0.1
H 1.311927 -3.258391 -0.816353 0.1 0.4 -0.4
H 1.606484 -3.833392 -2.535881 0.7 0.0 0.2
H 0.020288 -3.813118 -1.907802 0.1 0.6 0.3
H 0.589023 -5.802314 -1.529987 0.1 -0.4 0.2
C -0.042978 3.970473 3.393153 -0.6 -0.3 0.5
O -0.200538 2.558910 3.634460 0.4 1.3 0.0
H -1.029290 4.434422 3.386644 -0.1 0.1 -0.2
H 0.518079 4.474479 4.180104 0.2 -0.2 0.2
H 0.466860 4.140744 2.444898 -0.1 0.1 -0.1
H 0.360151 2.226721 2.929561 0.0 -1.0 -0.4
C -2.417971 2.868313 -5.028623 0.1 -0.8 -0.3
C -2.291693 2.035132 -3.771010 0.8 1.2 1.4
C -1.335513 2.757227 -2.709618 0.5 -1.3 -1.8
O 0.002162 2.769294 -3.284851 -1.4 -0.4 0.3
C 0.997162 3.108519 -2.349987 -0.3 0.6 -0.8
N -3.592292 1.805975 -3.161454 -0.5 -0.3 0.0
H -1.454329 2.913839 -5.536014 0.0 0.8 0.1
H -2.926689 3.797762 -4.772865 0.6 0.3 -0.2
H -3.072418 2.363747 -5.739410 -0.2 -0.2 0.0
H -1.820248 1.069295 -3.952673 0.0 0.0 -0.3
H -1.307384 2.139983 -1.811670 -0.1 0.2 0.3
H -1.633378 3.785959 -2.506883 -0.2 0.1 0.2
H 0.727814 4.067131 -1.906569 0.3 0.3 0.2
H 1.878405 3.212156 -2.983039 0.4 0.0 0.5
H 1.134406 2.399894 -1.533218 0.0 -0.4 -0.1
H -3.939886 2.605341 -2.651246 0.5 0.2 0.4
H -4.279830 1.762271 -3.900014 -0.1 -0.6 -0.3
C -3.051397 2.524865 0.428465 0.7 -0.7 -0.8
C -4.333035 3.248412 0.589049 -0.5 1.2 -0.5
C -4.479566 4.483400 -0.320327 1.1 -0.2 0.3
O -4.474832 4.017953 -1.677826 -0.1 0.3 0.7
C -4.427993 5.042304 -2.620079 -0.2 1.0 -0.5
N -5.411231 2.367919 0.291239 -0.9 -1.0 0.7
H -3.041549 1.992059 -0.522380 0.2 0.1 -0.2
H -2.995172 1.751461 1.194488 0.3 0.2 0.2
H -2.220144 3.229317 0.457803 0.2 -0.3 0.2
H -4.263634 3.540156 1.636994 -0.9 0.5 0.2
H -3.642451 5.140717 -0.085224 0.4 0.3 -0.5
H -5.363159 5.096241 -0.142049 -0.4 -0.3 0.1
H -5.195513 5.799520 -2.459901 -0.1 0.2 0.4
H -4.644203 4.710420 -3.635558 0.2 -0.7 0.2
H -3.457466 5.538028 -2.640553 0.2 0.1 0.1
H -5.273796 1.965248 -0.624765 0.0 -0.1 -0.1
H -6.285321 2.873792 0.278854 -0.2 -0.1 0.0
C -2.030890 -4.855005 -0.239742 -1.2 0.5 0.3
C -2.944078 -4.474289 -1.437274 1.0 -0.9 0.4
C -3.328021 -3.004373 -1.464884 0.2 -0.6 -0.2
O -2.166601 -2.203941 -1.417892 -0.2 0.1 0.5
C -2.464202 -0.841426 -1.682300 0.6 -0.3 -0.6
N -2.251879 -4.919192 -2.677948 -0.6 1.0 0.4
H -2.754992 -4.815789 0.574032 0.6 -0.1 0.8
H -1.176266 -4.204722 -0.053065 -0.4 0.4 -0.1
H -1.574242 -5.841968 -0.313799 -0.5 -0.3 -0.1
H -3.885830 -5.012972 -1.332314 0.0 -0.2 -0.1
H -4.020080 -2.771933 -0.655485 0.1 0.0 0.4
H -3.902211 -2.859581 -2.379998 0.1 0.3 -0.4
H -2.784679 -0.818660 -2.723876 -0.3 0.6 0.0
H -1.545008 -0.264252 -1.581984 0.2 -0.2 -0.1
H -3.173398 -0.356968 -1.011151 -0.4 -0.4 0.0
H -1.851774 -5.813339 -2.431960 0.0 -0.4 -0.2
H -1.470155 -4.284715 -2.597609 0.5 0.1 -1.0
C 4.094363 1.019936 -1.031597 -0.3 0.3 -0.2
C 4.305176 1.875245 0.217499 0.2 0.8 -0.9
C 3.742083 3.313757 0.032103 0.5 -0.3 -0.2
O 4.271662 3.928229 -1.149075 -0.5 -0.4 0.3
C 3.764335 5.240058 -1.228787 0.6 0.8 -0.3
N 3.684579 1.202691 1.337359 -0.5 -0.1 0.2
H 4.675556 1.362810 -1.887614 0.3 0.0 0.2
H 3.065095 1.053316 -1.388788 -0.2 0.0 0.3
H 4.329987 -0.019699 -0.804118 0.1 -0.1 -0.1
H 5.376193 1.864907 0.419785 0.3 0.7 -0.3
H 3.933687 3.974529 0.877539 0.5 -0.1 0.4
H 2.652830 3.319374 -0.007941 -0.3 -0.5 -0.3
H 4.017744 5.733057 -2.167308 0.1 -0.6 -0.4
H 4.277194 5.878933 -0.509822 -0.3 0.0 0.6
H 2.681555 5.308164 -1.123541 -0.1 -0.2 0.2
H 4.131281 0.296913 1.348730 -0.2 -0.5 0.3
H 3.939836 1.626980 2.217655 0.2 0.3 0.2
```
Forces are in eV/Å.

Summary:
Charge   0
Molecular weight   701.0 g/mol
Frontier orbital gap   9.460 eV
HOMO   -9.1 eV
F_max   3.784 eV/Å
Energy above the lowest of the compared OMol25 structures with the same formula, charge and spin   16.8 kJ/mol

Record 2
Entry from OMol25: the molecule C22H21Cl2N5O4S at a distorted geometry (ωB97M-V with the def2-TZVPD basis set).

Structure (XYZ):
```
55
Properties=species:S:1:pos:R:3:forces:R:3
C 2.865470 0.222054 2.347886 0.2 0.1 0.0
C 4.319345 0.095582 1.889946 -0.2 -0.2 0.7
N 4.515288 0.218496 0.465128 0.0 -0.9 -0.7
C 4.373492 1.512700 -0.166744 0.1 0.5 -0.4
C 5.549535 2.431342 0.155539 -0.2 -0.2 0.0
S 4.300269 -1.140678 -0.436789 0.0 0.0 -0.1
O 4.932379 -2.235798 0.240701 -0.3 0.0 0.2
O 4.688693 -0.848741 -1.785212 -0.2 0.2 0.0
C 2.527652 -1.470069 -0.435279 0.5 0.0 0.0
C 2.043866 -2.689311 -0.000355 0.1 -0.1 0.1
C 0.677420 -2.886269 0.060795 0.0 0.1 -0.1
C -0.214309 -1.868005 -0.274678 0.5 0.2 -0.2
N -1.586510 -2.134432 -0.076128 0.1 -0.2 0.3
C -2.679502 -1.672048 -0.730151 0.0 -0.1 0.0
O -2.662105 -0.930338 -1.696169 -0.1 -0.1 -0.2
C -3.965384 -2.144225 -0.134754 -0.4 0.1 0.0
C -4.329432 -3.483895 -0.084147 -0.1 0.2 0.0
C -5.571870 -3.831726 0.424473 0.0 0.1 0.0
C -6.407929 -2.815915 0.860955 0.1 -0.4 -0.1
N -6.066503 -1.539463 0.832411 0.1 0.6 0.0
C -4.889487 -1.210896 0.352245 0.0 -0.4 -0.1
Cl -4.485606 0.461250 0.382619 0.0 0.3 0.1
C 0.289942 -0.626541 -0.696775 0.4 -0.2 0.1
N -0.552690 0.456839 -0.931606 -0.4 -0.1 -0.2
C -0.316690 1.728069 -0.506313 -0.1 -0.1 0.0
O 0.702892 2.103927 0.027879 0.1 0.2 0.0
C -1.509207 2.599758 -0.749440 -0.1 0.4 0.0
C -2.088471 2.706650 -2.009025 0.0 0.1 0.2
C -3.194721 3.522788 -2.184322 0.0 0.0 0.1
C -3.686703 4.203780 -1.082119 0.0 -0.1 -0.4
N -3.158371 4.097559 0.124226 0.1 0.0 0.5
C -2.108322 3.323312 0.286332 0.0 0.0 -0.5
Cl -1.512379 3.190813 1.888522 0.1 0.0 0.4
C 1.668560 -0.461612 -0.807251 -0.1 -0.1 -0.1
H 2.395568 1.105093 1.921545 -0.1 0.1 0.0
H 2.288194 -0.650013 2.050979 -0.1 0.0 0.0
H 2.833682 0.304430 3.431445 0.0 0.0 0.1
H 4.714694 -0.885451 2.159923 0.1 0.2 0.2
H 4.928019 0.859320 2.380510 0.0 -0.1 -0.1
H 4.364011 1.313717 -1.239170 -0.1 0.2 0.1
H 3.431306 1.994025 0.121996 0.0 -0.1 -0.1
H 5.472642 3.338520 -0.437774 0.0 0.1 0.0
H 5.556307 2.708867 1.206428 0.1 0.1 0.1
H 6.484529 1.931567 -0.082315 0.1 0.0 0.0
H 2.743058 -3.455720 0.291097 0.0 -0.1 0.1
H 0.286125 -3.836128 0.396820 0.0 -0.1 0.0
H -1.759088 -2.846921 0.621607 -0.1 0.2 0.0
H -3.655513 -4.240908 -0.460181 0.1 -0.1 0.0
H -5.883029 -4.862493 0.470938 -0.1 -0.1 0.0
H -7.393909 -3.020522 1.253530 -0.1 -0.1 0.0
H -1.461692 0.231998 -1.344086 0.2 0.1 0.1
H -1.667539 2.162050 -2.841625 0.0 -0.1 -0.1
H -3.661629 3.623937 -3.150458 -0.1 0.0 -0.1
H -4.543120 4.859815 -1.153255 -0.1 0.0 -0.1
H 2.058756 0.479855 -1.150380 0.0 0.2 0.0
```
Forces are in eV/Å.

Summary:
Charge   0
Molecular weight   522.4 g/mol
Frontier orbital gap   9.000 eV
HOMO   -9.1 eV
F_max   1.176 eV/Å
Energy above the lowest of the compared OMol25 structures with the same formula, charge and spin   0.0 kJ/mol
Structure (SMILES)   CCN(CC)S(=O)(=O)c1ccc(NC(=O)c2cccnc2Cl)c(NC(=O)c2cccnc2Cl)c1

Record 3
Entry from OMol25: the molecule C6H9N (ωB97M-V with the def2-TZVPD basis set).

Structure (XYZ):
```
16
Properties=species:S:1:pos:R:3:forces:R:3
C -0.950324 -1.854947 0.305917 -0.1 0.0 0.0
C 0.021514 -0.720843 0.104592 0.0 0.1 0.0
C 1.436307 -0.916774 0.181753 0.1 0.0 0.0
C 2.052247 0.260302 -0.142454 0.1 0.0 0.0
N 1.068730 1.171849 -0.397928 0.0 0.1 0.0
C -0.175474 0.608678 -0.223895 0.1 0.0 0.1
C -1.314065 1.583936 -0.143611 -0.1 0.0 0.0
H -0.552089 -2.750460 -0.189404 -0.1 0.2 0.1
H -1.938264 -1.668351 -0.126667 0.2 0.1 0.1
H -1.086389 -2.119267 1.361807 0.0 0.1 -0.1
H 1.925198 -1.832148 0.490461 0.0 0.1 -0.2
H 3.093882 0.543098 -0.180376 -0.1 -0.1 -0.1
H 1.207447 2.101881 -0.757558 0.1 -0.1 0.2
H -2.238830 1.134931 0.221145 0.1 -0.1 -0.1
H -1.524553 2.103057 -1.087287 0.0 -0.2 0.1
H -1.025334 2.355053 0.583512 -0.2 -0.1 -0.1
```
Forces are in eV/Å.

Summary:
Charge   0
Molecular weight   95.1 g/mol
Frontier orbital gap   8.874 eV
HOMO   -7.8 eV
F_max   0.234 eV/Å
Energy above the lowest of the compared OMol25 structures with the same formula, charge and spin   25.5 kJ/mol
Structure (SMILES)   Cc1cc[nH]c1C